Record 1
ORCA calculation (ωB97M-V/def2-TZVPD) on a single C2H5N3O3 molecule in a non-equilibrium geometry.

Frontier orbital gap in Eh: 0.3705
Charge: 0
LUMO in eV: 0.530
2S+1: 1
SMILES: [H]/N=C(/NO)NOC=O

Element x y z (Å)
C 0.64 0.70 -0.03
C -2.37 -0.29 -0.15
H 2.19 -1.82 0.77
H 2.74 0.35 -0.52
H -0.23 2.38 -0.45
H -0.20 -0.96 0.51
H -3.43 0.05 0.15
N 1.82 -0.01 -0.02
N 0.56 1.78 -0.73
N -0.22 0.04 0.86
O 1.84 -1.49 -0.13
O -1.51 0.54 0.54
O -1.82 -1.28 -0.79

Record 2
ORCA calculation (ωB97M-V/def2-TZVPD) on a gas-phase ion, C9H14N4 (charge +2) in a non-equilibrium geometry.

Frontier orbital gap in Eh: 0.3884
Charge: +2
LUMO in eV: -7.319
2S+1: 1
SMILES: C[n+]1cccn1Cn1ccc[n+]1C

Element x y z (Å)
C 0.74 -0.32 -3.40
C -2.68 -0.40 1.22
C 0.19 0.53 -2.38
C -1.74 -0.37 0.26
C 1.53 -1.23 -2.72
C -2.27 0.37 2.29
C 1.88 -1.78 -0.36
C -0.13 1.68 2.64
C 0.51 1.00 -0.04
N 0.68 0.20 -1.22
N -0.74 0.34 0.74
N 1.41 -0.90 -1.41
N -1.07 0.88 1.89
H 0.53 -0.17 -4.50
H -3.62 -1.09 1.20
H -0.69 1.21 -2.43
H -1.62 -0.94 -0.72
H 1.97 -2.14 -2.92
H -2.75 0.37 3.30
H 2.28 -1.21 0.51
H 1.03 -2.39 0.10
H 2.70 -2.47 -0.67
H -0.17 2.67 2.13
H -0.52 1.76 3.59
H 0.97 1.48 2.51
H 1.32 0.97 0.66
H 0.26 1.97 -0.28

Record 3
ORCA calculation (ωB97M-V/def2-TZVPD) on a single C23H26N2O3 molecule in a non-equilibrium geometry.

Frontier orbital gap in Eh: 0.3507
Charge: 0
LUMO in eV: 0.813
2S+1: 1
SMILES: COC[C@H]1CCCCN1C(=O)c1ccc2oc(CCc3ccccc3)nc2c1

Element x y z (Å)
C -2.34 2.91 4.91
O -1.20 2.16 4.60
C -0.25 2.89 3.86
C 1.01 2.07 3.54
N 0.74 1.01 2.59
C 1.14 1.16 1.30
O 1.68 2.18 0.90
C 0.88 0.00 0.38
C -0.24 0.01 -0.43
C -0.39 -1.05 -1.31
C 0.59 -2.07 -1.38
C 1.71 -2.07 -0.58
C 1.84 -1.01 0.30
H 2.71 -0.96 0.94
H 2.45 -2.85 -0.65
O 0.19 -2.95 -2.33
C -0.98 -2.44 -2.80
N -1.37 -1.34 -2.24
C -1.66 -3.12 -3.92
H -1.78 -4.18 -3.69
H -2.64 -2.66 -4.05
C -0.82 -2.97 -5.21
C -0.55 -1.51 -5.46
C 0.61 -0.91 -4.99
C 0.82 0.45 -5.15
C -0.13 1.22 -5.79
C -1.29 0.64 -6.28
C -1.50 -0.72 -6.11
H -2.41 -1.18 -6.48
H -2.03 1.24 -6.78
H 0.03 2.28 -5.92
H 1.72 0.90 -4.77
H 1.36 -1.51 -4.49
H -1.37 -3.41 -6.04
H 0.12 -3.50 -5.08
H -0.97 0.80 -0.38
C 0.06 -0.16 3.11
C 0.88 -0.77 4.25
C 1.05 0.28 5.34
C 1.74 1.52 4.77
H 1.80 2.30 5.52
H 2.75 1.25 4.47
H 0.07 0.56 5.73
H 1.65 -0.12 6.16
H 0.36 -1.64 4.63
H 1.85 -1.08 3.87
H -0.08 -0.88 2.30
H -0.91 0.15 3.49
H 1.68 2.77 3.01
H -0.70 3.22 2.91
H 0.05 3.78 4.43
H -3.00 2.26 5.48
H -2.09 3.79 5.51
H -2.85 3.25 4.00

Record 4
ORCA calculation (ωB97M-V/def2-TZVPD) on 14 unconnected molecules or ions with the total composition C34H106O44P10 in a non-equilibrium geometry.

Frontier orbital gap in Eh: 0.3757
Charge: 0
LUMO in eV: 0.310
2S+1: 1

Element x y z (Å)
C -13.73 -21.91 -28.06
O -13.28 -20.86 -28.86
P -12.65 -20.94 -30.31
O -11.40 -21.80 -30.40
O -13.84 -21.41 -31.25
C -13.79 -21.14 -32.64
O -12.58 -19.37 -30.70
C -11.54 -18.51 -30.06
H -14.77 -21.89 -27.71
H -13.12 -21.89 -27.16
H -13.57 -22.84 -28.59
H -14.61 -20.55 -33.05
H -13.61 -22.03 -33.25
H -12.99 -20.45 -32.89
H -11.11 -18.90 -29.14
H -11.78 -17.48 -29.80
H -10.68 -18.27 -30.69
C -7.93 -19.59 -21.50
O -6.65 -19.09 -22.00
P -6.69 -18.38 -23.43
O -7.30 -19.15 -24.55
O -5.20 -17.91 -23.73
C -4.28 -18.83 -24.31
O -7.41 -16.98 -23.08
C -6.88 -16.27 -22.08
H -8.13 -19.09 -20.55
H -7.76 -20.65 -21.66
H -8.82 -19.32 -22.07
H -4.56 -18.93 -25.36
H -4.41 -19.79 -23.81
H -3.24 -18.51 -24.27
H -7.57 -16.37 -21.24
H -6.99 -15.21 -22.35
H -5.89 -16.46 -21.67
C -3.91 -22.72 -23.14
O -2.74 -21.97 -22.83
P -2.65 -21.36 -21.29
O -2.68 -22.27 -20.11
O -3.73 -20.15 -21.28
C -3.81 -19.11 -20.29
O -1.21 -20.55 -21.25
C -0.66 -20.02 -20.08
H -4.71 -22.52 -22.44
H -3.74 -23.80 -23.15
H -4.32 -22.54 -24.13
H -4.03 -19.65 -19.37
H -4.69 -18.50 -20.51
H -2.97 -18.45 -20.08
H -0.04 -20.73 -19.53
H -1.30 -19.53 -19.35
H 0.00 -19.20 -20.36
C -6.45 -18.83 -27.60
O -7.45 -18.81 -28.62
P -7.06 -18.49 -30.12
O -8.16 -18.69 -31.18
O -6.60 -16.91 -29.93
C -7.59 -15.89 -29.70
O -5.56 -19.19 -30.38
C -4.92 -19.22 -31.65
H -6.82 -18.24 -26.76
H -5.53 -18.34 -27.89
H -6.03 -19.82 -27.42
H -7.07 -14.95 -29.54
H -8.29 -16.31 -28.98
H -8.16 -16.13 -30.60
H -5.12 -18.32 -32.23
H -5.30 -20.11 -32.15
H -3.84 -19.31 -31.57
C -12.19 -25.82 -26.28
O -12.10 -25.92 -24.87
P -13.49 -26.19 -24.06
O -14.54 -25.19 -24.36
O -13.77 -27.72 -24.34
C -14.92 -28.07 -25.22
O -13.03 -26.15 -22.51
C -11.71 -26.53 -22.06
H -13.16 -25.88 -26.78
H -11.66 -26.70 -26.65
H -11.67 -24.91 -26.58
H -14.94 -27.86 -26.29
H -15.90 -27.71 -24.91
H -14.94 -29.16 -25.17
H -11.06 -26.89 -22.86
H -11.72 -27.27 -21.26
H -11.28 -25.62 -21.66
C -13.25 -13.24 -21.03
O -13.02 -14.06 -19.87
P -12.66 -15.63 -19.91
O -12.72 -16.41 -18.68
O -13.70 -16.15 -21.08
C -15.10 -16.13 -20.82
O -11.23 -15.79 -20.74
C -11.03 -16.99 -21.42
H -12.88 -12.22 -20.88
H -14.31 -13.17 -21.28
H -12.77 -13.61 -21.93
H -15.38 -16.16 -19.77
H -15.73 -16.99 -21.07
H -15.63 -15.32 -21.31
H -10.94 -16.79 -22.49
H -11.92 -17.61 -21.37
H -10.24 -17.61 -21.00
C -13.70 -28.03 -17.71
O -12.63 -27.16 -18.10
P -12.92 -25.56 -18.20
O -12.97 -24.89 -16.88
O -11.78 -25.13 -19.25
C -10.83 -24.30 -18.72
O -14.36 -25.36 -18.95
C -14.38 -25.03 -20.31
H -14.59 -27.57 -17.29
H -13.36 -28.74 -16.97
H -13.92 -28.73 -18.53
H -11.35 -23.36 -18.55
H -9.96 -24.14 -19.36
H -10.43 -24.45 -17.72
H -15.08 -24.21 -20.42
H -14.67 -25.82 -21.01
H -13.43 -24.68 -20.69
C -7.70 -28.32 -26.33
O -6.82 -28.43 -27.46
P -5.91 -29.72 -27.61
O -6.68 -31.03 -27.70
O -4.93 -29.50 -28.85
C -5.57 -29.46 -30.14
O -4.99 -29.47 -26.31
C -3.90 -30.36 -26.15
H -8.66 -28.78 -26.56
H -7.92 -27.27 -26.11
H -7.38 -28.64 -25.34
H -6.64 -29.67 -30.21
H -5.21 -30.22 -30.84
H -5.33 -28.53 -30.65
H -3.70 -31.03 -25.31
H -2.96 -29.89 -26.44
H -3.86 -31.10 -26.95
C -6.17 -30.94 -22.92
O -6.34 -29.55 -23.04
P -5.13 -28.52 -22.57
O -3.77 -29.04 -22.18
O -5.00 -27.52 -23.89
C -3.71 -27.16 -24.46
O -5.87 -27.69 -21.35
C -7.08 -27.25 -21.42
H -6.62 -31.23 -21.97
H -5.12 -31.23 -22.89
H -6.54 -31.53 -23.75
H -3.64 -26.11 -24.18
H -3.66 -27.13 -25.55
H -2.82 -27.72 -24.17
H -7.29 -26.31 -20.90
H -7.83 -27.84 -20.87
H -7.40 -27.12 -22.46
C -9.45 -22.57 -32.57
O -8.30 -23.45 -32.75
P -6.87 -23.44 -31.97
O -6.01 -22.23 -31.97
O -6.01 -24.82 -32.40
C -6.46 -26.16 -32.24
O -7.35 -23.79 -30.42
C -7.95 -22.87 -29.48
H -9.14 -21.69 -32.01
H -10.25 -23.04 -32.00
H -9.89 -22.29 -33.53
H -6.16 -26.83 -33.05
H -7.54 -26.13 -32.38
H -6.13 -26.48 -31.25
H -7.42 -21.93 -29.63
H -7.81 -23.15 -28.43
H -9.03 -22.78 -29.56
C -12.77 -17.60 -26.50
O -12.30 -18.92 -26.80
H -12.40 -16.76 -27.08
H -13.85 -17.58 -26.65
H -12.47 -17.43 -25.47
H -13.00 -19.32 -27.33
C -5.85 -22.92 -19.39
O -6.01 -21.53 -19.47
H -6.40 -23.28 -18.52
H -6.32 -23.23 -20.32
H -4.76 -22.93 -19.31
H -5.31 -21.07 -19.00
C -9.48 -22.31 -24.20
O -8.16 -22.07 -24.76
H -9.63 -23.34 -23.90
H -9.63 -21.68 -23.33
H -10.24 -21.98 -24.92
H -8.11 -21.13 -24.92
C -11.86 -20.50 -20.84
O -13.00 -20.96 -21.54
H -12.03 -19.55 -20.34
H -11.50 -21.23 -20.11
H -11.09 -20.35 -21.59
H -13.73 -21.09 -20.93

Let's list relative energy (zero: lowest compared OMol25 entry of this formula, charge and spin) in order: 4.469, 2.084, 2.067, 4.954 eV.